57
Properties=species:S:1:pos:R:3:lowdin_charge:R:1 method="wB97M-V/def2-TZVPD" gap_ev=5.38 energy_ha=-2820.43103 relative_energy_kj_mol=0.0 max_force_ev_per_a=4.23 total_charge=-2
Ag -3.233 -19.419 -10.350 0.640
F -4.880 -20.974 -9.550 -0.743
Cl -5.385 -17.426 -9.781 -0.588
N -1.971 -18.558 -12.771 -0.706
O -1.740 -19.674 -12.372 -0.092
O -2.943 -17.918 -12.432 -0.057
O -1.166 -18.067 -13.555 -0.082
C -0.300 -20.313 -6.387 -0.076
O -0.460 -18.887 -6.583 -0.233
P -0.542 -18.222 -8.088 0.546
O -1.454 -18.981 -9.035 -0.312
O -0.949 -16.683 -7.767 -0.215
C -1.548 -16.028 -8.908 -0.103
O 1.026 -18.047 -8.520 -0.223
C 1.387 -17.911 -9.880 -0.123
H -0.342 -20.798 -7.362 0.062
H -1.172 -20.628 -5.814 0.088
H 0.578 -20.567 -5.792 0.080
H -1.414 -16.503 -9.880 0.080
H -1.135 -15.024 -9.009 0.077
H -2.608 -15.815 -8.763 0.072
H 2.083 -18.713 -10.124 0.080
H 1.927 -16.999 -10.136 0.083
H 0.595 -18.034 -10.619 0.087
C -3.433 -23.575 -7.595 -0.133
O -2.771 -24.470 -8.461 -0.233
P -2.159 -23.912 -9.851 0.536
O -3.176 -23.749 -10.941 -0.239
O -1.449 -22.508 -9.323 -0.228
C -0.451 -21.922 -10.067 -0.157
O -0.905 -24.963 -10.124 -0.240
C -0.956 -26.021 -11.076 -0.130
H -4.348 -23.994 -7.177 0.083
H -3.792 -22.687 -8.116 0.061
H -2.814 -23.226 -6.769 0.074
H -0.752 -20.892 -10.260 0.048
H -0.197 -22.532 -10.934 0.093
H 0.396 -21.669 -9.430 0.074
H -0.871 -27.004 -10.613 0.073
H -0.027 -25.990 -11.645 0.076
H -1.799 -26.046 -11.767 0.084
C -5.546 -20.323 -13.166 -0.130
O -6.004 -19.025 -12.920 -0.189
C -7.335 -18.830 -13.410 -0.200
C -8.031 -17.693 -12.721 -0.226
O -7.394 -16.438 -12.920 -0.196
C -8.059 -15.410 -12.192 -0.132
H -5.513 -20.645 -14.207 0.073
H -6.215 -20.930 -12.557 0.087
H -4.541 -20.501 -12.782 0.070
H -7.897 -19.753 -13.271 0.112
H -7.308 -18.617 -14.478 0.116
H -8.139 -17.764 -11.639 0.111
H -9.037 -17.529 -13.108 0.104
H -7.584 -14.436 -12.313 0.079
H -7.967 -15.616 -11.125 0.069
H -9.116 -15.385 -12.455 0.066